Entry from the Open Molecules 2025 dataset: a structure of composition C29H31N5Pt (the ωB97M-V functional and the def2-TZVPD basis).

Properties
E_LUMO: -0.19 eV
Max |F|: 0.34 eV Å⁻¹
Calculated total energy: -41271.346 eV

```
66
Properties=species:S:1:pos:R:3:forces:R:3
Pt -0.216000 0.308342 0.110389 -0.1 -0.1 0.0
C 2.417159 1.457254 2.156287 0.0 0.0 0.0
C 1.840084 2.754958 1.580379 0.0 0.0 0.0
C 0.308307 2.918576 1.679753 0.0 0.0 0.0
N -0.439124 1.672692 1.610811 0.0 0.0 0.0
C -1.019404 1.172923 2.686610 0.0 0.0 0.0
C -0.789078 1.658886 3.999311 0.0 0.0 0.0
C -1.495216 1.467384 5.167661 0.0 0.0 0.0
C -2.673476 0.768706 5.396830 0.0 0.0 0.0
C -3.330747 -0.015955 4.467794 0.0 0.0 0.0
C -2.962218 -0.383119 3.183663 0.0 0.0 0.0
C -1.833587 -0.031632 2.412769 0.0 0.0 0.0
N -1.491519 -0.666789 1.303613 0.0 -0.1 -0.1
C -2.284175 -1.816418 0.880646 0.0 0.0 0.0
C -1.661763 -2.691708 -0.202068 0.0 0.0 0.0
C -1.207019 -1.930804 -1.445951 0.0 0.0 0.0
N 0.038997 -1.255117 -1.150587 0.1 0.0 0.1
C 1.200311 -1.881605 -1.344767 -0.1 0.0 0.0
C 1.333997 -3.116922 -1.989817 0.0 0.0 0.0
C 2.484941 -3.712511 -2.542035 0.0 0.0 0.0
C 3.725511 -3.196661 -2.807657 0.0 0.0 0.0
C 4.145046 -1.882182 -2.482309 0.0 0.0 0.0
C 3.566429 -1.024490 -1.606033 0.0 0.0 0.0
C 2.435744 -1.305258 -0.717781 0.0 0.0 0.0
N 2.397688 -1.069663 0.536596 0.0 0.0 0.0
C 3.603166 -0.598063 1.202636 0.0 0.0 0.0
C 3.614171 0.925544 1.352901 0.0 0.0 0.0
H 2.692774 1.586050 3.206209 0.0 0.0 0.0
H 1.645513 0.687955 2.130778 0.0 0.0 0.0
H 2.308603 3.632142 2.034917 0.0 0.0 0.0
H 2.105850 2.796670 0.524286 0.0 0.0 0.0
H 0.026309 3.465359 2.578340 0.0 0.0 0.0
H -0.021377 3.532425 0.836840 0.0 0.0 0.0
H 0.089306 2.280933 4.101366 0.0 0.0 0.0
H -1.076668 1.974190 6.031432 0.0 0.0 0.0
H -3.106696 0.839196 6.385996 0.0 0.0 0.0
H -4.264890 -0.455641 4.802453 0.0 0.0 0.0
H -3.653478 -1.057955 2.700322 0.0 0.0 0.0
H -2.479702 -2.448910 1.751002 0.0 0.0 0.0
H -3.258683 -1.456373 0.520951 0.0 0.0 0.0
H -0.802025 -3.231398 0.203926 0.0 0.0 0.0
H -2.416506 -3.437360 -0.468186 0.0 0.0 0.0
H -1.105234 -2.603930 -2.298157 0.0 0.0 0.0
H -1.953915 -1.180854 -1.720478 0.0 0.0 0.0
H 0.439358 -3.714969 -2.091762 0.0 0.0 0.0
H 2.321446 -4.727415 -2.893016 0.0 0.0 0.0
H 4.421862 -3.816550 -3.357878 0.0 0.0 0.0
H 5.055837 -1.535432 -2.963681 0.0 0.0 0.0
H 4.048921 -0.064678 -1.446444 0.0 0.0 0.0
H 3.616360 -1.048281 2.199426 0.0 0.0 0.0
H 4.514574 -0.921333 0.686146 0.0 0.0 0.0
H 4.562505 1.233788 1.801568 0.0 0.0 0.0
H 3.594647 1.363142 0.348935 0.0 0.0 0.0
N 0.933442 1.329059 -1.149292 0.1 0.3 0.2
C 1.633428 1.891322 -1.858309 0.0 -0.1 -0.1
C 2.536619 2.565798 -2.741207 0.0 0.0 0.0
C 3.161117 1.842960 -3.757052 0.0 0.0 0.0
C 4.044338 2.495147 -4.599365 0.0 0.0 0.0
C 4.301431 3.849383 -4.427615 0.0 0.0 0.0
C 3.677387 4.562315 -3.412253 0.0 0.0 0.0
C 2.790501 3.924587 -2.562851 0.0 0.0 0.0
H 2.959787 0.784961 -3.862556 0.0 0.0 0.0
H 4.535562 1.944133 -5.389706 0.0 0.0 0.0
H 4.994398 4.352658 -5.088875 0.0 0.0 0.0
H 3.882206 5.616186 -3.282270 0.0 0.0 0.0
H 2.296542 4.465482 -1.766627 0.0 0.0 0.0
```
Positions in Å, forces in eV/Å.